1.
{"formula": "C8H10O6PYb", "method": "ωB97M-V/def2-TZVPD", "elements": ["O", "C", "Yb", "C", "O", "C", "O", "C", "O", "C", "O", "H", "C", "P", "C", "C", "O", "H", "H", "H", "H", "H", "H", "H", "H", "H"], "coordinates": [[-0.818, 3.511, -6.687], [-0.832, 3.495, -5.525], [-0.800, 1.381, -1.398], [-0.902, 1.670, 0.513], [-0.877, 1.828, 1.589], [-0.825, -0.675, -1.288], [-0.770, -1.750, -1.235], [1.131, 1.293, -1.629], [2.185, 1.230, -1.731], [-2.745, 1.203, -1.650], [-3.798, 1.149, -1.857], [-0.777, 0.963, -3.000], [1.522, 0.103, 2.679], [0.620, -0.835, 1.375], [1.667, -2.239, 0.804], [-1.078, -1.341, 1.888], [0.590, 0.128, 0.158], [1.666, -0.553, 3.559], [0.960, 0.999, 3.002], [2.516, 0.423, 2.306], [1.814, -2.945, 1.645], [1.194, -2.784, -0.035], [2.659, -1.868, 0.474], [-1.695, -0.474, 2.194], [-1.613, -1.890, 1.088], [-0.994, -2.022, 2.762]], "homo_lumo_gap_ev": [7.18, 7.44], "total_charge": 2, "mol_weight_g_mol": 406.18, "homo_ev": [-17.12, -17.37], "multiplicity": 2, "relative_energy_kcal_mol": 192.3, "e_tot_ha": -2261.36190}

***

2.
{"formula": "C62H58N3O5P2S4Ti", "method": "ωB97M-V/def2-TZVPD", "elements": ["Ti", "C", "N", "C", "C", "N", "C", "C", "C", "C", "C", "C", "C", "S", "C", "C", "C", "C", "C", "C", "S", "H", "H", "H", "H", "H", "H", "H", "H", "H", "H", "H", "H", "H", "H", "H", "H", "H", "H", "O", "S", "C", "C", "C", "C", "C", "C", "P", "C", "C", "C", "C", "C", "C", "C", "C", "C", "C", "C", "C", "C", "C", "C", "C", "C", "C", "P", "C", "C", "C", "C", "C", "C", "C", "C", "C", "C", "C", "C", "H", "H", "H", "H", "H", "H", "H", "H", "H", "H", "H", "H", "H", "H", "H", "H", "H", "H", "H", "H", "H", "H", "H", "H", "H", "H", "H", "H", "C", "C", "C", "C", "C", "C", "C", "S", "O", "O", "N", "C", "C", "C", "O", "O", "H", "H", "H", "H", "H", "H", "H", "H", "H", "H", "H", "H"], "coordinates": [[-0.118, 1.307, -0.557], [0.433, 1.306, -3.769], [-0.671, 1.679, -2.846], [-0.787, 3.161, -2.854], [-1.752, 3.643, -1.795], [-1.269, 3.319, -0.436], [-0.271, 4.340, 0.015], [-2.318, 3.391, 0.562], [-3.368, 4.295, 0.467], [-4.172, 4.549, 1.567], [-3.887, 3.947, 2.782], [-2.862, 3.021, 2.865], [-2.114, 2.687, 1.739], [-0.916, 1.378, 1.827], [-1.906, 1.071, -3.347], [-2.287, 1.193, -4.679], [-3.426, 0.558, -5.146], [-4.183, -0.226, -4.285], [-3.819, -0.340, -2.955], [-2.688, 0.324, -2.480], [-2.258, 0.256, -0.784], [0.345, 1.813, -4.730], [0.426, 0.235, -3.952], [1.389, 1.594, -3.356], [-1.134, 3.504, -3.832], [0.204, 3.588, -2.692], [-2.719, 3.159, -1.939], [-1.880, 4.723, -1.909], [-0.767, 5.299, 0.184], [0.515, 4.469, -0.721], [0.188, 4.016, 0.948], [-3.550, 4.834, -0.454], [-4.985, 5.258, 1.483], [-4.462, 4.192, 3.666], [-2.628, 2.550, 3.810], [-1.691, 1.774, -5.371], [-3.712, 0.671, -6.182], [-5.056, -0.749, -4.655], [-4.399, -0.944, -2.268], [-0.346, -3.090, 1.680], [-1.319, -2.358, 0.848], [0.802, -0.516, -0.198], [0.865, -1.188, -1.433], [1.808, -2.174, -1.683], [2.756, -2.484, -0.729], [2.692, -1.882, 0.515], [1.722, -0.923, 0.814], [1.418, -0.484, 2.582], [2.317, 1.101, 2.778], [2.191, 1.753, 4.007], [2.752, 3.004, 4.205], [3.433, 3.632, 3.167], [3.554, 2.998, 1.940], [3.007, 1.734, 1.751], [2.503, -1.635, 3.522], [2.139, -2.987, 3.529], [2.883, -3.915, 4.239], [3.992, -3.507, 4.970], [4.344, -2.167, 4.992], [3.604, -1.234, 4.275], [-2.861, -3.215, 1.112], [-3.246, -4.489, 0.723], [-4.499, -4.923, 1.122], [-5.341, -4.094, 1.867], [-4.940, -2.826, 2.258], [-3.667, -2.404, 1.894], [-2.658, -0.921, 2.263], [-1.921, -1.306, 3.878], [-1.515, -0.273, 4.728], [-0.924, -0.562, 5.944], [-0.697, -1.883, 6.312], [-1.084, -2.911, 5.470], [-1.706, -2.629, 4.260], [-4.114, 0.160, 2.548], [-4.654, 0.208, 3.831], [-5.909, 0.772, 4.030], [-6.629, 1.274, 2.957], [-6.094, 1.211, 1.678], [-4.845, 0.649, 1.469], [0.098, -1.011, -2.184], [1.795, -2.704, -2.628], [3.522, -3.221, -0.938], [3.405, -2.167, 1.276], [1.638, 1.268, 4.806], [2.654, 3.499, 5.163], [3.869, 4.610, 3.320], [4.075, 3.492, 1.128], [3.129, 1.221, 0.806], [1.277, -3.306, 2.958], [2.602, -4.960, 4.220], [4.578, -4.232, 5.520], [5.206, -1.843, 5.561], [3.899, -0.194, 4.300], [-2.591, -5.120, 0.134], [-4.831, -5.917, 0.854], [-6.322, -4.453, 2.150], [-5.592, -2.189, 2.844], [-1.658, 0.757, 4.433], [-0.636, 0.242, 6.610], [-0.224, -2.109, 7.259], [-0.908, -3.941, 5.749], [-2.021, -3.445, 3.628], [-4.110, -0.190, 4.676], [-6.321, 0.803, 5.031], [-7.608, 1.707, 3.116], [-6.654, 1.595, 0.835], [-4.434, 0.603, 0.469], [3.712, -4.543, -7.658], [3.977, -3.272, -6.899], [3.390, -3.058, -5.650], [3.599, -1.878, -4.963], [4.416, -0.905, -5.520], [5.012, -1.091, -6.755], [4.787, -2.277, -7.438], [4.606, 0.644, -4.700], [3.341, 1.330, -4.768], [5.783, 1.295, -5.190], [4.868, 0.226, -3.117], [3.889, 0.621, -2.095], [3.831, 2.132, -1.855], [2.523, 2.738, -1.394], [2.416, 3.937, -1.357], [1.519, 1.922, -1.037], [2.770, -4.461, -8.205], [3.630, -5.395, -6.983], [4.501, -4.743, -8.381], [2.761, -3.829, -5.219], [3.147, -1.703, -3.995], [5.644, -0.313, -7.164], [5.245, -2.432, -8.407], [5.826, 0.457, -2.879], [4.146, 0.088, -1.181], [2.918, 0.259, -2.420], [4.070, 2.651, -2.782], [4.582, 2.446, -1.125]], "homo_lumo_gap_ev": 5.88, "total_charge": 1, "mol_weight_g_mol": 1163.24, "homo_ev": -9.75, "relative_energy_kcal_mol": 53.1, "e_tot_ha": -6062.65735}

***

3.
{"formula": "C3H2N2OS2", "method": "ωB97M-V/def2-TZVPD", "elements": ["C", "C", "C", "N", "N", "O", "S", "S", "H", "H"], "coordinates": [[-1.218, -1.194, -1.535], [-0.016, -0.162, -0.203], [0.912, 0.789, 1.787], [-1.198, -0.899, -0.296], [0.654, -0.070, -1.281], [-0.136, -0.662, -2.235], [2.037, 2.061, 1.462], [0.046, 2.179, 2.102], [-2.025, -1.805, -2.014], [0.943, -0.237, 2.212]], "homo_lumo_gap_ev": 8.32, "total_charge": 0, "mol_weight_g_mol": 146.20, "homo_ev": -9.08, "relative_energy_kcal_mol": 113.1, "e_tot_ha": -1096.44883}

***

4.
{"formula": "CH4NO2Si", "method": "ωB97M-V/def2-TZVPD", "elements": ["C", "N", "O", "O", "Si", "H", "H", "H", "H"], "coordinates": [[-0.577, -1.038, 0.766], [-1.194, 2.192, -0.193], [-0.084, 2.784, 0.049], [-2.259, 2.608, 0.319], [1.060, -1.511, 0.034], [-1.076, -0.247, 0.195], [1.721, -0.263, -0.677], [0.405, -2.025, -1.178], [2.005, -2.501, 0.687]], "homo_lumo_gap_ev": [5.43, 5.31], "total_charge": -1, "mol_weight_g_mol": 90.13, "homo_ev": [-2.99, -2.98], "relative_energy_kcal_mol": 195.5, "e_tot_ha": -534.99846}